Formula: C3H5NO2
Source: the Open Molecules 2025 dataset
Level of theory: the ωB97M-V functional and the def2-TZVPD basis

The value obtained for the HOMO-LUMO gap is 0.42085 Eh. As for the SMILES: [H]/N=C(/C)OC=O. The value obtained for the LUMO energy is 0.86 eV. As for the relative energy (zero: lowest compared OMol25 entry of this formula, charge and spin): 26.3 kcal per mole. For the calculated total energy, the calculation gives -8776.5564 eV.

Last column: Löwdin charge in e.
Cartesian coordinates (Å):
H1 0.34064 -1.09816 2.13553  0.0866
H2 -1.20965 -0.74959 1.34930  0.0832
H3 1.80158 0.75954 -0.81418  0.0702
N1 1.50116 0.69766 0.15667  0.1922
H4 -0.27919 0.56071 2.13354  0.0878
O1 -0.12701 -0.70916 -0.80403  0.0168
O2 -0.18395 1.21854 -2.00845  0.0964
H5 -1.62949 -0.22074 -2.02435  0.1470
C1 -0.20930 -0.35862 1.55079  -0.0079
C2 0.51483 -0.06670 0.27228  -0.4595
C3 -0.66134 0.16810 -1.69176  -0.3127

=====

Formula: C14H31IN2O9P2S
Source: the Open Molecules 2025 dataset
Level of theory: the ωB97M-V functional and the def2-TZVPD basis

The value obtained for the HOMO-LUMO gap is 0.30036 Eh. The value obtained for the LUMO energy is -0.23 eV. For the calculated total energy, the calculation gives -73934.5252 eV.

Last column: Löwdin charge in e.
Cartesian coordinates (Å):
H1 2.42691 2.46646 3.60912  0.0687
S1 -1.23016 2.84781 -0.78630  1.0650
C1 -3.25948 -2.95523 -2.35569  -0.2523
H2 -1.75519 0.27495 -0.80954  0.1237
H3 4.17317 2.70165 2.93979  0.1000
H4 1.97699 -0.10304 2.72084  0.0742
H5 2.74363 -0.59249 1.07481  0.1072
N1 0.38436 -1.72576 -0.51620  -0.1722
C2 -0.79385 0.33231 -1.47499  -0.2871
H6 -2.93833 -0.61938 -4.28384  0.1247
H7 3.04884 -4.73873 0.65299  0.0816
H8 3.47854 -1.88156 -0.52061  0.0680
O1 -2.50303 3.97211 2.60587  -0.2345
N2 2.87874 1.50779 1.59817  -0.1311
H9 0.38273 3.14259 2.82483  0.1118
C3 -0.22838 2.11681 2.82498  -0.2082
I1 -0.52745 -1.22097 2.16100  0.9793
O2 2.32158 2.12519 -1.34383  -0.3147
H10 3.63157 0.96667 3.67000  0.0949
C4 2.59021 -3.64884 0.81546  -0.1477
H11 0.84770 -3.63707 -1.38733  0.1359
C5 2.80591 -2.83590 -0.59142  -0.2460
H12 3.36879 -3.57285 -1.34348  0.1130
C6 -1.08129 -0.48377 -2.90714  -0.1130
H13 -4.76072 -1.19287 -2.30240  0.1306
H14 3.03889 -3.12380 1.76088  0.0736
H15 1.41511 -3.83603 0.91214  0.0649
O3 -0.62764 1.75011 -1.94133  -0.3749
H16 -3.03398 -3.20339 -3.48029  0.1354
H17 2.39486 2.35697 1.25102  0.0803
O4 -1.79280 3.19464 5.20438  -0.2324
H18 2.07908 2.64069 -2.19134  0.0927
C7 3.30032 1.89244 3.03223  -0.1387
O5 -4.34295 -3.74645 -1.75159  -0.1409
H19 0.38755 1.38359 3.49718  0.0807
H20 -1.47543 4.16447 5.15678  0.0869
H21 -2.97619 0.77813 -2.99412  0.1149
H22 -0.56443 -2.10069 -0.73384  0.0662
H23 -1.44770 1.37879 1.04642  0.0963
H24 1.70585 1.03059 -3.64514  0.0594
H25 -4.16290 -3.84113 -0.75003  0.1240
H26 -0.85411 -1.62749 -2.84013  0.1000
C8 0.57336 0.31187 0.93662  -0.5422
C9 -2.72521 -0.36064 -3.14188  -0.1872
O6 -1.20866 4.24946 -1.43895  -0.4191
O7 -3.03545 1.42201 3.42100  -0.3749
H27 -0.50901 0.01939 -3.81834  0.1275
C10 0.51182 -0.23679 -0.64734  -0.4889
C11 -3.58857 -1.35193 -2.14615  -0.1777
H28 -2.05145 4.81439 2.96309  0.0901
P1 2.05769 0.42047 -1.53821  1.0065
P2 -1.95859 2.57130 3.54902  0.7317
H29 -2.26322 -3.19542 -1.74697  0.1106
O8 2.03854 0.16784 -3.26016  -0.3102
H30 1.45042 -2.23172 -2.46229  0.1058
C12 -0.29888 1.64968 1.22593  -0.4546
H31 -3.40902 -1.13470 -0.99012  0.1134
C13 1.33485 -2.54482 -1.33507  -0.2550
O9 -0.01575 2.83933 0.43714  -0.3348
C14 2.07177 0.25300 1.58439  -0.3012

=====

Formula: C2H3ClO2S
Source: the Open Molecules 2025 dataset
Level of theory: the ωB97M-V functional and the def2-TZVPD basis

The value obtained for the HOMO-LUMO gap is 0.32978 Eh. As for the SMILES: C=C=O.OSCl. The value obtained for the LUMO energy is 0.43 eV. As for the relative energy (zero: lowest compared OMol25 entry of this formula, charge and spin): 33.9 kcal per mole. For the calculated total energy, the calculation gives -29573.2448 eV.

Last column: Löwdin charge in e.
Cartesian coordinates (Å):
O1 0.55688 -0.97908 -0.27991  0.1242
H1 0.40874 1.27635 -2.56972  0.0980
O2 2.76459 -1.55201 1.19764  -0.5613
S1 4.05316 -0.61582 0.71350  0.4030
C1 -0.23951 0.88081 -1.71957  0.0199
H2 -1.09326 1.43069 -1.36372  0.0598
C2 0.28379 -0.04821 -0.93671  -0.2575
H3 1.91110 -1.30042 0.72819  -0.0098
Cl1 3.23461 1.16598 0.48944  0.1237

=====

Formula: C26H35BrCl2N2O4SeSiY
Source: the Open Molecules 2025 dataset
Level of theory: the ωB97M-V functional and the def2-TZVPD basis

The value obtained for the HOMO-LUMO gap is 0.25426 Eh. As for the charge: +1. The value obtained for the LUMO energy is -3.33 eV. As for the relative energy (zero: lowest compared OMol25 entry of this formula, charge and spin): 39.2 kcal per mole. For the calculated total energy, the calculation gives -208054.3019 eV.

Last column: Löwdin charge in e.
Cartesian coordinates (Å):
H1 -2.64035 1.38852 2.81966  0.1363
C1 -1.20865 2.19936 -1.74599  -0.0402
C2 -0.19291 4.41015 -1.76639  -0.0806
C3 4.62022 -2.91929 1.80208  -0.2206
H2 -5.73685 -1.84869 -2.34706  0.1222
H3 3.12489 -1.07852 3.97750  0.0112
C4 -3.76413 0.85077 -1.74251  -0.0051
H4 -5.87017 0.60015 -2.07850  0.1154
C5 2.28974 -4.85231 2.73248  -0.2312
Cl1 3.49340 -0.80168 -1.38981  0.5793
H5 -3.86995 1.92314 -1.64334  0.1132
H6 -0.20137 -3.51426 -1.33578  0.0771
H7 -1.16654 4.80863 -2.02568  0.1132
C6 -2.52365 0.26132 -1.63429  -0.1967
H8 -2.83755 -1.01422 3.06818  0.1387
C7 -0.45689 2.31646 2.04549  -0.1412
H9 2.97680 5.42485 -1.21017  0.1098
H10 4.91280 -1.87168 1.72117  0.0217
H11 -2.10166 -4.96393 -1.98782  0.1181
H12 3.24400 0.80650 2.75559  0.0888
Si1 2.88306 -3.08197 2.50176  0.2750
N1 -1.30292 0.94055 -1.46217  0.0078
H13 -1.43612 -3.42613 0.95312  0.0539
H14 1.38948 2.50044 3.09888  0.1391
C8 -2.29935 0.74816 2.00305  -0.1457
C9 -2.25136 -3.89771 -1.89734  -0.0201
H15 4.66153 -3.36055 0.80640  0.0243
C10 0.76430 1.69994 2.69632  -0.1644
N2 -1.26079 -1.77009 -1.42299  -0.0434
H16 2.17907 -5.32352 1.75642  0.0219
O1 1.43978 1.22194 -1.07861  -0.3099
C11 -1.71946 -2.82829 1.81087  -0.1181
O2 -1.65109 -1.45752 1.43576  -0.2839
H17 2.54789 -2.86852 -1.89357  -0.0008
H18 1.52208 -1.81392 4.15691  0.0169
H19 -1.11636 -0.59455 3.23283  0.1281
O3 1.46418 0.97291 1.69894  -0.3041
H20 -1.08150 2.80516 2.79694  0.1368
H21 3.29444 2.97894 -0.95330  0.1219
C12 -4.85286 -1.26505 -2.12450  -0.0165
Br1 0.63916 7.13070 -1.79129  0.7485
C13 -3.47522 -3.32144 -2.08421  0.0202
C14 -3.61418 -1.92235 -1.96518  -0.1374
H22 2.92827 -2.54862 4.93066  0.0355
C15 2.87657 1.12355 1.77750  -0.0746
Se1 1.42393 -2.30778 0.79430  0.3754
C16 -1.96339 -0.62393 2.53556  -0.1873
C17 2.58512 -2.02403 4.03502  -0.2060
H23 3.16126 2.16361 1.60042  0.0995
C18 1.23414 2.48983 -1.25516  -0.3283
H24 0.49021 1.02382 3.51256  0.1283
C19 -4.92024 0.09102 -1.98409  -0.0526
H25 5.34989 -3.43046 2.43552  0.0340
C20 0.86873 5.25409 -1.60651  -0.6865
H26 1.31667 -4.86315 3.22541  0.0255
O4 -1.21003 1.35371 1.31315  -0.1853
H27 -4.34472 -3.92064 -2.32490  0.1284
C21 -1.17079 -3.07647 -1.54421  -0.1716
C22 2.14004 4.74626 -1.30731  -0.0956
H28 -2.73876 -3.07662 2.12178  0.1019
H29 -0.13067 3.06226 1.31758  0.1312
H30 3.30703 0.48810 1.00956  0.0455
H31 -3.10580 0.64244 1.27421  0.1310
Y1 0.35140 -0.32156 -0.33961  1.0690
C23 -2.45554 -1.16542 -1.66928  -0.1507
H32 -1.02086 -3.04410 2.62256  0.0800
H33 2.98576 -5.44429 3.33190  0.0329
C24 2.74052 -1.96535 -2.46333  -0.9301
Cl2 1.17693 -1.29778 -3.01240  0.6267
C25 -0.04683 3.01797 -1.58302  -0.1333
C26 2.31517 3.39537 -1.15234  0.0050
H34 3.36574 -2.13463 -3.33136  0.0417
H35 -2.07215 2.72623 -2.15552  0.1308

=====

| no. | strongest force on any atom (eV Å⁻¹) |
| --- | --- |
| 1 | 0.61 |
| 2 | 6.01 |
| 3 | 2.23 |
| 4 | 3.09 |